26
Properties=species:S:1:pos:R:3:lowdin_charge:R:1 method="wB97M-V/def2-TZVPD" total_charge=+1 lumo_energy_ev=-2.82 gap_ev=10.74 multiplicity=1
C 1.254 0.386 -0.047 -0.13
C 1.174 -0.697 -1.152 -0.65
Cl -0.058 -0.130 -2.348 0.66
C 0.790 -2.088 -0.537 -0.09
C -0.702 -2.300 -0.618 -0.34
N -1.508 -1.781 0.303 0.18
C -2.817 -2.115 -0.075 -0.01
C -2.744 -2.831 -1.209 -0.01
N -1.387 -2.951 -1.542 0.16
H 1.514 -0.024 0.928 0.08
H 0.262 0.846 0.008 0.06
H 1.943 1.154 -0.398 0.09
H 2.121 -0.817 -1.674 0.10
H 1.304 -2.904 -1.052 0.13
H 1.093 -2.152 0.509 0.13
H -1.237 -1.230 1.103 0.19
H -3.700 -1.809 0.462 0.14
H -3.526 -3.249 -1.821 0.14
H -0.950 -3.422 -2.319 0.19
C 0.920 4.555 1.283 0.05
N 1.167 3.331 2.095 -0.46
O 2.315 2.963 2.218 0.07
O 0.194 2.783 2.575 0.05
H 1.872 4.926 0.923 0.10
H 0.271 4.275 0.458 0.10
H 0.436 5.282 1.929 0.10


24
Properties=species:S:1:pos:R:3:lowdin_charge:R:1 method="wB97M-V/def2-TZVPD" total_charge=+1 lumo_energy_ev=-4.78 gap_ev=9.14 multiplicity=1
C 0.869 2.588 -0.875 0.20
C 2.586 -0.613 0.153 -0.09
C 0.790 -1.285 1.346 -0.13
C 1.339 -0.175 -0.675 0.06
C 0.119 -0.403 0.274 -0.29
C -3.173 0.215 0.114 -0.06
C -2.249 -0.917 0.238 -0.24
N 1.417 1.544 -1.233 0.01
O 2.098 -0.757 1.505 -0.12
O -0.990 -0.858 -0.476 -0.10
F 2.541 1.588 -2.038 0.06
H 1.263 3.488 -1.405 0.16
H -0.042 2.464 -0.392 0.11
H 2.715 -1.648 -0.139 0.14
H 3.424 0.010 0.265 0.13
H 0.265 -1.296 2.367 0.16
H 0.942 -2.397 0.985 0.18
H 1.237 -0.627 -1.772 0.20
H -0.119 0.575 0.619 0.13
H -3.072 1.072 0.779 0.08
H -3.085 0.449 -0.927 0.08
H -4.192 -0.001 0.285 0.08
H -2.680 -1.734 -0.253 0.11
H -2.003 -1.283 1.256 0.14


21
Properties=species:S:1:pos:R:3:lowdin_charge:R:1 method="wB97M-V/def2-TZVPD" lumo_energy_ev="0.51 / -1.18" s2=2.015 gap_ev="6.23 / 7.88" multiplicity=3
C 1.298 1.947 -1.691 -0.04
C 1.525 0.933 -0.837 -0.45
C 0.712 -0.097 1.232 -0.11
C -0.875 0.172 -0.735 -0.07
C 0.937 -1.556 -0.846 -0.09
C 3.034 -1.672 0.501 -0.56
C 0.607 -0.087 -0.304 -0.65
I 3.647 0.245 0.122 1.17
H 0.264 2.360 -1.676 0.05
H 1.955 2.787 -1.953 0.04
H 1.148 0.861 1.499 0.06
H 1.328 -0.941 1.478 0.02
H -0.291 -0.039 1.658 0.09
H -0.779 0.164 -1.832 0.08
H -1.363 1.112 -0.289 0.11
H -1.405 -0.737 -0.409 0.08
H 0.233 -1.882 -1.552 0.06
H 1.939 -1.692 -1.318 0.06
H 0.827 -2.232 0.026 0.09
H 3.312 -1.811 1.599 0.01
H 3.644 -2.458 -0.117 0.04


21
Properties=species:S:1:pos:R:3:lowdin_charge:R:1 method="wB97M-V/def2-TZVPD" total_charge=-1 lumo_energy_ev="4.35 / 4.29" s2=0.795 gap_ev="5.74 / 6.41" multiplicity=2
C -0.267 -0.289 -2.066 -0.12
C -0.751 0.514 -0.862 -0.25
C -0.326 -0.128 0.468 -0.36
C -1.249 -0.738 1.296 -0.21
N -2.584 -0.305 1.217 -0.06
C 1.056 -0.241 0.787 -0.16
C 2.154 0.417 0.221 -0.27
C 2.282 1.445 -0.701 -0.10
H -0.666 -1.297 -2.030 0.06
H -0.579 0.170 -3.005 0.05
H 0.819 -0.339 -2.071 0.05
H -0.415 1.544 -0.945 0.07
H -1.836 0.543 -0.864 0.07
H 0.461 -3.723 0.657 0.00
H -3.170 -0.824 1.842 0.02
H -2.731 0.692 1.317 0.06
H 0.533 -3.631 1.397 0.00
H 1.251 -0.863 1.652 0.06
H 3.128 0.068 0.597 0.07
H 3.284 1.638 -1.086 0.00
H 1.581 2.249 -0.820 0.01


21
Properties=species:S:1:pos:R:3:lowdin_charge:R:1 method="wB97M-V/def2-TZVPD" lumo_energy_ev=-0.27 gap_ev=6.74 multiplicity=1
C -0.227 -1.485 -1.188 -0.10
C 0.329 -0.053 -1.155 -0.22
C 0.510 0.537 0.235 -0.30
C 1.805 0.877 0.625 -0.06
N 2.647 1.422 -0.274 0.06
C -0.557 0.725 1.068 -0.08
C -1.945 0.668 0.753 -0.18
C -2.578 0.373 -0.404 -0.01
H -0.223 -1.807 -2.236 0.07
H -1.285 -1.542 -0.928 0.05
H 0.373 -2.181 -0.603 0.08
H -0.282 0.604 -1.765 0.10
H 1.296 -0.142 -1.642 0.09
H 1.559 -2.396 2.911 0.00
H 2.551 2.349 -0.675 0.11
H 3.599 1.265 0.029 0.08
H 1.242 -1.812 3.241 0.00
H -0.277 0.917 2.098 0.09
H -2.642 0.859 1.564 0.09
H -3.604 0.043 -0.293 0.05
H -2.292 0.780 -1.360 0.06


21
Properties=species:S:1:pos:R:3:lowdin_charge:R:1 method="wB97M-V/def2-TZVPD" lumo_energy_ev=1.21 gap_ev=9.85 multiplicity=1
C 2.106 0.718 1.877 -0.31
C 0.626 0.312 1.861 -0.22
C 0.267 -0.485 0.593 -0.12
C -0.797 -0.210 -0.077 -0.12
C -1.322 -1.000 -1.310 -0.13
C -1.446 -0.420 -2.487 -0.22
C -2.298 -0.994 -3.610 -0.12
N 2.447 1.775 2.859 -0.01
H 2.609 0.932 0.851 0.13
H 2.605 -0.250 2.105 0.10
H 0.482 -0.400 2.710 0.12
H -0.060 1.130 2.177 0.11
H 1.010 -1.328 0.468 0.14
H -1.490 0.510 0.139 0.08
H -1.652 -2.162 -1.317 0.15
H -1.315 0.662 -2.467 0.10
H -2.365 -0.472 -4.585 0.06
H -3.260 -1.082 -3.077 0.08
H -1.826 -1.893 -4.118 0.09
H 3.464 1.964 2.784 0.08
H 1.858 2.436 3.242 0.02


21
Properties=species:S:1:pos:R:3:lowdin_charge:R:1 method="wB97M-V/def2-TZVPD" lumo_energy_ev="0.14 / 0.57" gap_ev="6.67 / 7.50" multiplicity=1
C -1.852 0.075 1.174 -0.10
C 1.120 1.889 -0.610 -0.06
C -0.474 -1.495 -1.564 -0.09
N -0.682 -0.398 1.626 -0.02
C 0.726 -0.084 0.881 -0.27
C 0.620 0.480 -0.404 -0.30
C -0.458 0.001 -1.246 -0.25
C 1.763 -0.433 1.643 0.06
H -0.717 -1.385 1.865 0.11
H -0.570 0.594 -2.156 0.11
H -1.467 0.164 -0.553 0.11
H -1.972 1.153 1.146 0.08
H -2.733 -0.552 1.214 0.07
H 1.954 2.112 0.056 0.07
H 0.340 2.642 -0.415 0.08
H 1.451 2.039 -1.642 0.07
H 2.765 -0.430 1.238 0.07
H 1.623 -0.747 2.670 0.06
H 0.352 -1.759 -2.228 0.07
H -0.377 -2.085 -0.649 0.07
H -1.412 -1.782 -2.045 0.07


21
Properties=species:S:1:pos:R:3:lowdin_charge:R:1 method="wB97M-V/def2-TZVPD" lumo_energy_ev=0.97 gap_ev=10.15 multiplicity=1
C 0.303 -0.082 0.498 -0.55
C 1.080 1.225 0.683 -0.05
C 1.235 -1.280 0.716 -0.04
C 0.353 0.477 -2.006 -0.04
C -0.386 -0.216 -0.829 -0.32
C -1.796 0.443 1.641 -0.07
C -1.426 -0.998 -1.053 0.04
N -0.682 -0.119 1.661 0.04
H 1.963 1.253 0.051 0.08
H 0.446 2.084 0.470 0.08
H 1.404 1.289 1.720 0.08
H 0.686 -2.211 0.605 0.08
H 2.053 -1.264 0.000 0.08
H 1.636 -1.237 1.725 0.08
H 0.236 1.556 -1.929 0.07
H 1.414 0.238 -2.024 0.07
H -0.081 0.136 -2.943 0.07
H -2.246 0.942 0.773 0.08
H -2.413 0.393 2.532 0.07
H -1.926 -1.524 -0.255 0.06
H -1.853 -1.106 -2.037 0.06


21
Properties=species:S:1:pos:R:3:lowdin_charge:R:1 method="wB97M-V/def2-TZVPD" lumo_energy_ev="0.63 / 0.72" gap_ev="7.81 / 7.53" multiplicity=1
C 0.117 1.703 -0.781 -0.10
C -1.066 0.682 -0.523 -0.31
C -0.621 -0.684 -0.001 -0.13
C 1.739 0.120 -0.281 -0.21
C -1.946 1.520 0.434 -0.09
C -0.790 -2.038 -0.595 -0.11
C 2.930 -0.188 0.550 -0.07
N 1.332 1.368 -0.562 0.03
H -0.122 2.702 -1.060 0.09
H -1.650 0.638 -1.351 0.09
H -0.298 -0.792 0.949 0.06
H 1.181 -0.693 -0.841 0.11
H -1.893 2.549 0.092 0.05
H -1.513 1.555 1.458 0.08
H -3.025 1.141 0.539 0.10
H -1.262 -2.631 0.140 0.06
H 0.065 -2.594 -0.975 0.07
H -1.484 -1.986 -1.437 0.08
H 3.122 0.727 1.137 0.09
H 3.639 -0.610 -0.092 0.06
H 2.549 -0.817 1.324 0.06


21
Properties=species:S:1:pos:R:3:lowdin_charge:R:1 method="wB97M-V/def2-TZVPD" lumo_energy_ev=1.03 gap_ev=9.82 multiplicity=1
C 0.310 -0.038 -2.760 -0.05
C 0.944 0.210 -1.389 -0.30
C 0.595 -0.535 -0.159 -0.32
C -0.564 -1.380 0.412 -0.20
C -0.970 -0.455 1.395 -0.37
C 0.358 1.664 1.440 -0.10
C 0.342 1.002 -0.153 -0.12
H 0.798 -0.875 -3.174 0.04
H -0.539 -0.959 -2.584 0.14
H 0.007 0.661 -3.527 0.06
H 1.987 0.238 -1.211 0.10
H 1.559 -0.796 0.396 0.15
H -1.329 -1.607 -0.544 0.18
H -0.039 -2.226 0.951 0.13
H -1.667 0.330 1.071 0.10
H -1.571 -1.203 1.982 0.12
H -0.572 0.523 3.082 0.17
H -0.585 2.286 1.700 0.11
H 1.431 1.997 1.705 0.11
H -0.684 0.896 -0.794 0.15
N 0.190 0.269 2.159 -0.10


21
Properties=species:S:1:pos:R:3:lowdin_charge:R:1 method="wB97M-V/def2-TZVPD" lumo_energy_ev=0.97 gap_ev=8.44 multiplicity=1
C 2.090 0.822 0.722 -0.14
C -0.483 1.556 0.173 -0.21
C -1.729 0.710 0.128 -0.19
C -1.888 -0.857 -0.679 -0.10
C -0.382 -0.921 -0.951 -0.26
C 0.992 -1.832 -0.499 -0.03
C 0.317 -0.870 0.363 -0.46
H 2.407 1.984 0.691 0.07
H 3.052 0.480 -0.283 0.12
H 2.647 0.104 1.770 0.15
H -0.704 2.360 1.104 0.15
H -0.274 2.433 -0.665 0.14
H -2.404 1.268 -0.429 0.06
H -2.082 0.560 1.169 0.11
H -2.620 -0.942 -1.532 0.09
H -2.110 -1.596 0.390 0.16
H -0.204 0.019 -1.733 0.18
H 1.952 -1.348 -1.066 0.12
H 1.034 -2.962 -0.366 0.10
H -0.218 -1.498 1.199 0.16
N 0.608 0.531 0.495 -0.21


Results for molar mass: 206.65; 162.18; 224.09; 111.19; 111.19; 111.19; 111.19; 111.19; 111.19; 111.19; 111.19 (in g mol⁻¹, following the order of the records).
Results for relative energy (zero: lowest compared OMol25 entry of this formula, charge and spin): 0.000; 0.211; 0.068; 1.883; 5.428; 3.252; 4.152; 1.312; 4.610; 7.867; 9.135 (in eV, following the order of the records).